[1]
A molecular structure, C9H24AsF5N3OSTeV at a distorted geometry. Source: OMol25; level of theory: wB97M-V/def2-TZVPD.

Geometry (Å):
V 0.833 0.150 -0.095
C -0.979 1.793 1.953
C 0.273 1.315 2.721
N 1.411 1.182 1.801
C 2.088 2.460 1.474
C 2.607 2.478 0.038
N 1.626 1.918 -0.917
C 0.501 2.787 -1.326
C -0.536 2.929 -0.216
N -0.783 1.646 0.497
H -1.213 2.832 2.189
H -1.832 1.194 2.263
H 0.091 0.328 3.142
H 0.501 1.992 3.547
H 2.086 0.533 2.190
H 2.921 2.642 2.156
H 1.380 3.268 1.641
H 3.503 1.863 -0.042
H 2.874 3.502 -0.238
H 2.113 1.587 -1.749
H 0.058 2.318 -2.202
H 0.861 3.779 -1.612
H -1.459 3.328 -0.640
H -0.202 3.661 0.516
H -1.591 1.196 0.083
F 2.556 -0.798 -2.553
Te 2.146 -2.428 -1.543
F -0.192 -0.065 -1.605
F 3.930 -2.327 -1.095
F 2.458 -3.429 -3.088
F 2.171 -4.032 -0.457
O 2.196 -0.643 0.134
C -1.158 -3.730 -1.492
As -1.929 -2.507 -0.226
C -3.038 -1.286 -1.210
C -3.073 -3.562 0.895
S -0.549 -1.536 1.079
H -1.947 -4.405 -1.823
H -0.365 -4.298 -1.007
H -0.776 -3.186 -2.354
H -3.835 -1.840 -1.704
H -2.418 -0.769 -1.938
H -3.469 -0.574 -0.508
H -3.756 -4.139 0.275
H -3.632 -2.897 1.551
H -2.454 -4.227 1.493

* 2S+1: 2
* LUMO (spin up / spin down): -0.1125 / -0.1054 Ha
* total charge: +1
* highest occupied orbital energy (spin up / spin down): -12.5 / -12.6 eV
* <S²>: 0.763
* energy relative to the best compared isomer or geometry (same formula, charge and spin): 0.0 kcal/mol

In the Mulliken picture, each atom carries the following charge in e: V 1.154; C -0.481; C -0.906; N -0.233; C -0.676; C -0.725; N -0.145; C -0.754; C -0.672; N -0.268; H 0.413; H 0.381; H 0.452; H 0.389; H 0.437; H 0.499; H 0.282; H 0.389; H 0.415; H 0.298; H 0.373; H 0.427; H 0.467; H 0.309; H 0.281; F -0.549; Te 1.667; F -0.648; F -0.359; F -0.407; F -0.501; O -0.758; C -1.187; As 0.826; C -1.059; C -1.064; S -0.444; H 0.453; H 0.346; H 0.363; H 0.468; H 0.256; H 0.339; H 0.408; H 0.352; H 0.392

***

[2]
A molecular structure, C18H24AsN2O9PRuS at a distorted geometry. Source: OMol25; level of theory: wB97M-V/def2-TZVPD.

Geometry (Å):
Ru 0.278 0.399 0.270
O -1.891 4.092 -0.149
As -1.077 2.767 0.566
O -1.569 1.277 -0.122
O 0.538 2.628 0.066
C -1.369 3.039 2.425
C -1.880 4.273 2.793
C -2.019 4.572 4.147
C -1.650 3.659 5.114
C -1.132 2.416 4.755
C -0.996 2.106 3.416
S -0.247 0.565 3.023
O 0.975 0.957 2.206
O 0.010 -0.180 4.196
O -1.089 -0.103 1.976
H -1.741 4.181 -1.102
H -2.171 4.990 2.042
H -2.412 5.537 4.436
H -1.752 3.907 6.161
H -0.831 1.693 5.500
N 7.560 -0.537 0.351
C 6.420 -0.414 0.286
C 4.995 -0.260 0.192
C 4.445 0.970 -0.157
C 3.078 1.087 -0.245
N 2.268 0.029 -0.001
C 2.801 -1.166 0.351
C 4.155 -1.344 0.447
H 5.073 1.828 -0.347
H 2.603 2.024 -0.497
H 2.114 -1.974 0.555
H 4.557 -2.309 0.723
C -3.968 -1.742 -2.270
C -2.987 -0.929 -1.473
O -1.628 -1.209 -2.012
P -0.276 -1.274 -1.285
O 0.781 -1.404 -2.413
C 0.998 -0.358 -3.440
C 0.875 -0.983 -4.801
O -0.125 -2.520 -0.384
C -0.353 -3.924 -0.855
C -1.636 -4.440 -0.262
H -4.975 -1.403 -2.030
H -3.903 -2.806 -2.041
H -3.802 -1.606 -3.338
H -3.003 -1.171 -0.412
H -3.150 0.133 -1.587
H 1.997 0.029 -3.257
H 0.269 0.441 -3.297
H 1.641 -1.745 -4.943
H 1.009 -0.213 -5.561
H -0.107 -1.438 -4.934
H 0.514 -4.472 -0.502
H -0.351 -3.922 -1.943
H -1.692 -4.201 0.799
H -1.659 -5.525 -0.368
H -2.511 -4.030 -0.768

* 2S+1: 5
* LUMO (spin up / spin down): -0.2860 / -0.3592 Ha
* total charge: +2
* highest occupied orbital energy (spin up / spin down): -15.7 / -15.7 eV
* <S²>: 6.025
* energy relative to the best compared isomer or geometry (same formula, charge and spin): 5.5 kcal/mol

In the Mulliken picture, each atom carries the following charge in e: Ru 1.172; O -0.592; As 1.068; O -0.419; O -0.553; C -0.175; C -0.533; C -0.592; C -0.657; C -0.530; C 0.356; S 1.503; O -0.681; O -0.638; O -0.523; H 0.385; H 0.526; H 0.431; H 0.431; H 0.554; N -0.313; C -0.403; C 0.831; C -0.685; C -0.555; N 0.235; C -0.362; C -0.783; H 0.547; H 0.781; H 0.639; H 0.535; C -1.332; C -0.147; O -0.133; P 0.944; O -0.297; C -0.243; C -1.321; O -0.219; C -0.233; C -0.983; H 0.411; H 0.276; H 0.332; H 0.386; H 0.310; H 0.293; H 0.355; H 0.330; H 0.413; H 0.315; H 0.367; H 0.339; H 0.320; H 0.430; H 0.088

***

[3]
A molecular structure, C7H17I2OP at a distorted geometry. Source: OMol25; level of theory: wB97M-V/def2-TZVPD.

Geometry (Å):
C -2.312 0.255 1.019
C -2.048 -1.090 0.360
P -0.598 -0.810 -0.583
C -0.699 0.243 -2.084
I -2.657 0.925 -2.540
C 0.262 1.427 -2.108
C 0.277 2.323 -0.894
I 2.204 0.588 -2.446
H -2.442 0.118 2.086
H -1.422 0.846 0.865
H -3.176 0.820 0.689
H -2.845 -1.578 -0.191
H -1.724 -1.799 1.120
H -0.180 -2.027 -1.102
H 0.355 -0.340 0.401
H -0.427 -0.429 -2.887
H 0.033 2.007 -2.992
H 1.016 2.042 -0.154
H -0.686 2.329 -0.396
H 0.510 3.339 -1.203
C 2.434 -1.685 1.210
C 1.713 -0.617 2.048
O 0.541 -0.122 1.517
H 2.705 -1.285 0.227
H 3.350 -2.034 1.686
H 1.782 -2.556 1.068
H 2.465 0.181 2.234
H 1.568 -1.071 3.050

* LUMO: 0.0010 Ha
* highest occupied orbital energy: -7.9 eV

In the Mulliken picture, each atom carries the following charge in e: C -0.751; C -0.441; P 0.275; C -0.980; I 0.084; C -0.455; C -1.043; I 0.061; H 0.295; H 0.083; H 0.261; H 0.471; H 0.344; H 0.065; H -0.011; H 0.674; H 0.663; H 0.344; H 0.284; H 0.353; C -0.983; C -0.307; O -0.612; H 0.125; H 0.399; H 0.246; H 0.259; H 0.296

***

[4]
C3HNO3 in the gas phase at a distorted geometry. Source: OMol25; level of theory: wB97M-V/def2-TZVPD.

Geometry (Å):
C 1.496 -0.603 -0.217
C -1.412 -0.170 0.106
C 0.788 0.708 0.049
N 1.827 -1.661 -0.531
O -0.511 0.766 -0.334
O 1.260 1.731 0.478
O -1.234 -0.887 1.014
H -2.215 0.117 -0.564

* LUMO: -0.0277 Ha
* highest occupied orbital energy: -12.0 eV
* SMILES: N#CC(=O)OC=O
* energy relative to the best compared isomer or geometry (same formula, charge and spin): 14.0 kcal/mol

In the Mulliken picture, each atom carries the following charge in e: C 0.256; C 0.215; C 0.575; N -0.282; O -0.278; O -0.427; O -0.405; H 0.345

***

[5]
15 unconnected molecules or ions with the total composition C30H90O15 at a distorted geometry. Source: OMol25; level of theory: wB97M-V/def2-TZVPD.

Geometry (Å):
C -2.332 -8.022 -0.087
C -1.965 -6.506 -0.131
O -0.850 -6.287 0.686
H -1.554 -8.541 -0.646
H -3.260 -8.240 -0.615
H -2.460 -8.422 0.919
H -2.769 -5.827 0.151
H -1.684 -6.164 -1.127
H -1.208 -6.433 1.565
C 6.257 3.954 3.930
C 5.056 3.465 3.119
O 4.360 2.336 3.635
H 6.912 4.687 3.458
H 6.915 3.117 4.164
H 5.864 4.365 4.860
H 5.445 3.113 2.163
H 4.325 4.249 2.920
H 4.881 1.545 3.478
C -0.575 7.095 5.401
C -1.992 7.667 5.573
O -2.779 6.643 6.095
H 0.012 6.900 6.299
H 0.096 7.767 4.866
H -0.665 6.133 4.896
H -2.396 8.065 4.642
H -2.002 8.444 6.338
H -3.666 6.894 5.828
C -5.364 6.618 -0.793
C -4.633 5.465 -0.013
O -3.303 5.297 -0.466
H -5.670 6.329 -1.798
H -4.757 7.523 -0.819
H -6.289 6.866 -0.272
H -5.187 4.570 -0.294
H -4.649 5.698 1.052
H -2.858 4.564 -0.034
C 3.956 -3.765 4.094
C 4.620 -3.523 2.702
O 5.374 -2.349 2.614
H 3.297 -4.633 4.063
H 3.292 -3.003 4.502
H 4.637 -3.909 4.932
H 3.893 -3.518 1.890
H 5.349 -4.278 2.409
H 5.519 -2.169 1.682
C -5.313 -0.710 -3.695
C -5.613 -0.491 -5.156
O -6.085 -1.691 -5.765
H -6.232 -0.863 -3.129
H -4.769 0.152 -3.309
H -4.694 -1.560 -3.408
H -4.757 -0.135 -5.729
H -6.396 0.254 -5.297
H -5.357 -2.302 -5.632
C 0.593 0.689 9.007
C 0.052 1.778 8.086
O -0.788 2.661 8.810
H -0.222 -0.007 9.204
H 0.852 1.108 9.979
H 1.427 0.174 8.530
H -0.543 1.330 7.290
H 0.857 2.411 7.713
H -1.179 3.229 8.143
C -1.456 -3.462 -8.611
C -1.576 -4.053 -7.207
O -2.739 -4.882 -7.054
H -1.400 -4.204 -9.408
H -0.536 -2.895 -8.752
H -2.292 -2.801 -8.837
H -1.656 -3.270 -6.454
H -0.725 -4.666 -6.911
H -2.719 -5.597 -7.694
C -6.646 1.454 4.490
C -7.143 1.710 5.934
O -8.292 0.889 6.043
H -5.764 2.036 4.224
H -7.407 1.720 3.757
H -6.469 0.387 4.356
H -7.393 2.719 6.262
H -6.352 1.383 6.608
H -8.093 0.010 5.712
C 0.222 0.243 -0.999
C -0.233 -0.033 0.427
O -0.261 1.187 1.152
H 0.074 -0.631 -1.632
H 1.302 0.381 -0.935
H -0.310 1.059 -1.489
H 0.506 -0.657 0.930
H -1.150 -0.622 0.453
H 0.520 1.140 1.709
C -2.824 -4.061 5.879
C -2.985 -5.571 6.152
O -2.025 -6.216 5.386
H -1.784 -3.779 6.042
H -3.472 -3.445 6.504
H -3.022 -3.861 4.826
H -4.005 -5.865 5.903
H -2.723 -5.782 7.189
H -2.005 -7.161 5.554
C 10.123 -1.180 -1.816
C 9.228 -0.065 -2.389
O 7.983 -0.675 -2.512
H 9.961 -2.141 -2.305
H 9.874 -1.426 -0.784
H 11.163 -0.913 -2.001
H 9.552 0.251 -3.380
H 9.213 0.781 -1.701
H 7.344 -0.056 -2.871
C 3.043 1.314 -6.569
C 3.855 2.487 -6.090
O 4.159 2.376 -4.717
H 3.711 0.453 -6.596
H 2.698 1.517 -7.583
H 2.188 1.136 -5.918
H 3.326 3.406 -6.346
H 4.856 2.567 -6.513
H 4.196 3.271 -4.372
C -3.260 5.246 -6.718
C -2.707 4.644 -8.005
O -3.711 4.657 -9.023
H -4.142 4.711 -6.368
H -3.507 6.295 -6.881
H -2.468 5.184 -5.971
H -2.325 3.646 -7.791
H -1.914 5.258 -8.432
H -3.498 5.346 -9.657
C 4.252 -5.736 -3.113
C 5.819 -5.934 -3.293
O 6.352 -5.061 -4.258
H 3.715 -6.053 -4.007
H 4.027 -4.682 -2.947
H 3.835 -6.307 -2.284
H 6.059 -6.960 -3.572
H 6.370 -5.762 -2.369
H 6.439 -4.206 -3.832

* LUMO: -0.0016 Ha
* highest occupied orbital energy: -10.0 eV
* energy relative to the best compared isomer or geometry (same formula, charge and spin): 192.3 kcal/mol

Results of the Mulliken charge analysis, in e, for atoms 1 through 99: C -0.875; C -0.297; O -0.471; H 0.229; H 0.307; H 0.312; H 0.263; H 0.253; H 0.278; C -0.917; C -0.249; O -0.498; H 0.325; H 0.280; H 0.242; H 0.253; H 0.276; H 0.288; C -1.043; C -0.192; O -0.496; H 0.288; H 0.338; H 0.267; H 0.321; H 0.224; H 0.291; C -1.030; C -0.133; O -0.536; H 0.275; H 0.297; H 0.334; H 0.241; H 0.254; H 0.298; C -1.061; C -0.145; O -0.517; H 0.327; H 0.302; H 0.295; H 0.253; H 0.246; H 0.301; C -0.951; C -0.239; O -0.499; H 0.265; H 0.285; H 0.332; H 0.250; H 0.268; H 0.287; C -1.020; C -0.139; O -0.528; H 0.268; H 0.297; H 0.314; H 0.259; H 0.254; H 0.295; C -0.951; C -0.208; O -0.520; H 0.320; H 0.307; H 0.256; H 0.246; H 0.262; H 0.289; C -1.055; C -0.108; O -0.520; H 0.306; H 0.289; H 0.310; H 0.284; H 0.201; H 0.292; C -0.867; C -0.226; O -0.495; H 0.314; H 0.228; H 0.274; H 0.213; H 0.256; H 0.305; C -1.040; C -0.168; O -0.512; H 0.280; H 0.339; H 0.271; H 0.265; H 0.276; H 0.290

***

[6]
A molecular structure, C18H35As2NPtS2 at a distorted geometry. Source: OMol25; level of theory: wB97M-V/def2-TZVPD.

Geometry (Å):
Pt -0.544 0.577 -0.736
S -0.911 2.942 -1.151
S -0.852 -1.789 -0.706
C -2.754 2.988 -1.223
C -0.723 2.833 -2.962
C -1.207 1.509 -3.514
N -0.531 0.389 -2.817
C -1.137 -0.896 -3.292
C -0.586 -2.067 -2.493
H 0.336 2.978 -3.192
H -1.305 3.638 -3.409
H -0.974 1.406 -4.594
H -2.293 1.373 -3.356
H -0.875 -0.969 -4.361
H -2.234 -0.791 -3.183
H 0.467 -2.218 -2.712
H -1.150 -2.959 -2.777
C -2.660 -1.790 -0.843
H 0.397 0.368 -3.236
H -2.981 -0.919 -1.427
H -3.067 -1.711 0.170
H -2.992 -2.739 -1.278
H -3.134 3.057 -0.193
H -3.162 2.089 -1.712
H -3.030 3.905 -1.769
C 3.150 0.450 -2.206
C 3.619 0.453 -0.935
H 2.643 1.287 -2.691
H 3.384 -0.423 -2.810
H 3.579 1.316 -0.255
H 4.260 -0.385 -0.600
C 3.543 -0.741 1.939
As 1.973 -0.605 0.771
C 2.269 -2.381 -0.029
C 0.831 -1.162 2.334
C 1.156 -2.309 3.062
C 0.351 -2.702 4.128
C -0.772 -1.945 4.504
C -1.090 -0.791 3.797
C -0.291 -0.418 2.715
As -0.797 1.087 1.565
C -2.465 1.711 2.462
C 0.622 2.383 2.043
H 4.387 -0.250 1.462
H 3.718 -1.803 2.114
H 3.272 -0.233 2.866
H 2.954 -2.891 0.646
H 1.320 -2.912 -0.104
H 2.716 -2.279 -1.020
H 2.036 -2.878 2.772
H 0.604 -3.612 4.667
H -1.409 -2.249 5.338
H -1.953 -0.176 4.049
H -2.717 2.680 1.998
H -3.265 0.970 2.300
H -2.256 1.821 3.538
H 0.757 2.338 3.131
H 1.535 2.094 1.510
H 0.238 3.352 1.706

* 2S+1: 3
* LUMO (spin up / spin down): -0.2082 / -0.3282 Ha
* total charge: +2
* highest occupied orbital energy (spin up / spin down): -11.7 / -14.7 eV
* <S²>: 2.023

In the Mulliken picture, each atom carries the following charge in e: Pt 0.674; S -0.192; S -0.107; C -0.747; C -0.666; C -0.680; N -0.249; C -0.795; C -0.818; H 0.408; H 0.510; H 0.452; H 0.350; H 0.488; H 0.430; H 0.356; H 0.533; C -1.105; H 0.177; H 0.305; H 0.344; H 0.446; H 0.228; H 0.205; H 0.414; C -0.685; C -0.862; H 0.306; H 0.326; H 0.388; H 0.525; C -1.339; As 0.620; C -1.248; C 0.403; C -0.537; C -0.850; C -0.765; C -0.589; C 0.039; As 1.075; C -1.395; C -1.021; H 0.625; H 0.448; H 0.341; H 0.539; H 0.363; H 0.427; H 0.227; H 0.429; H 0.426; H 0.350; H 0.409; H 0.395; H 0.497; H 0.419; H 0.254; H 0.498

***

Looking at energy for the records above, in order, we have -4942.10834 -4556.57893 -1288.78326 -395.35521 -2325.31226 -6148.19720 Ha.